1.
85
Properties=species:S:1:pos:R:3:forces:R:3:mulliken_charge:R:1 method="wB97M-V/def2-TZVPD" gap_ev="4.186 / 4.957" total_charge=+4 e_homo_ev="-18.456 / -19.153" de_lowest_kj_mol=15.07 energy_ev=-104838.13580 spin_multiplicity=4 e_lumo_ev="-14.3 / -14.2"
Mn -1.746429 -2.302718 0.555095 0.024 -0.416 -0.948 0.4323
P -2.599456 -0.299861 0.489616 -0.791 2.564 0.412 0.8670
P 0.440213 -2.354930 0.523717 2.832 0.394 0.758 0.9655
P -2.104122 -2.804197 2.674640 -0.823 -1.081 2.092 0.8355
H 0.849889 1.574657 -2.227289 -0.550 0.016 -0.049 -0.0948
C 0.612935 0.628098 -2.738319 -0.613 -2.024 -0.175 0.5316
C -0.330636 0.739945 -3.857939 1.209 0.360 1.502 -0.4638
H -1.307364 1.184446 -3.686495 -0.115 -0.127 -0.237 0.3066
C -2.375375 0.621529 -1.064524 0.220 0.160 -0.536 -0.0673
C -1.965717 0.869479 1.743410 0.080 0.169 0.097 0.1033
C -4.417703 -0.266479 0.694823 -0.147 -0.322 0.015 -1.4205
C 1.217702 -2.603937 -1.106602 -0.191 -0.031 -0.372 -0.5631
C 1.233781 -0.844229 1.199597 0.053 0.057 -0.113 -0.4641
C 1.227010 -3.704427 1.490359 -0.227 -0.038 -0.050 -1.5074
C -3.870543 -2.620174 3.134086 -0.111 0.214 -0.200 -1.2466
C -1.227530 -1.955721 4.039828 0.209 0.246 -0.229 -1.3593
C -1.807109 -4.580129 3.018309 0.197 -0.108 -0.379 -1.3433
H 1.544107 0.124294 -3.044510 -0.357 0.330 0.095 0.6620
H -0.002458 0.460351 -4.855338 -0.315 -0.141 -0.142 0.3673
H -2.212964 -0.058101 -1.909591 -0.199 0.044 0.184 -0.3909
H -1.510926 1.292451 -0.964790 -0.256 -0.143 0.059 -0.2437
H -3.276787 1.213504 -1.268071 0.247 -0.079 0.042 0.6470
H -1.617143 0.350161 2.646134 -0.150 0.190 -0.282 0.0698
H -2.774138 1.559957 2.021228 0.241 -0.107 -0.044 0.5419
H -1.129092 1.439887 1.309938 -0.335 -0.274 0.281 -0.6548
H -4.871162 -1.161645 0.249207 0.058 0.261 0.117 0.3903
H -4.812485 0.620863 0.182486 0.073 -0.177 0.263 0.5041
H -4.691110 -0.226941 1.756911 0.065 -0.004 -0.302 0.3769
H 2.241497 -2.978470 -0.974649 -0.239 0.157 0.002 0.5030
H 1.243383 -1.668566 -1.678168 0.059 -0.319 0.188 -0.2431
H 0.641685 -3.333658 -1.689591 0.246 0.160 0.154 0.3097
H 2.326579 -0.946857 1.159592 -0.219 -0.002 0.051 0.4185
H 0.932889 -0.683561 2.243320 0.097 -0.087 -0.272 0.2828
H 0.946303 0.052386 0.631210 0.067 -0.303 0.129 -0.3066
H 2.303380 -3.717244 1.270385 -0.274 0.045 0.093 0.5522
H 0.797031 -4.670843 1.197199 0.176 0.187 0.035 0.4486
H 1.083602 -3.566233 2.569395 0.037 -0.002 -0.253 0.3845
H -4.113546 -3.362361 3.907510 0.112 0.228 -0.147 0.4974
H -4.528980 -2.785938 2.271009 0.178 -0.058 0.255 0.3745
H -4.054954 -1.613111 3.531703 0.024 -0.285 -0.061 0.3628
H -1.196216 -2.631295 4.906335 -0.056 0.214 -0.235 0.4773
H -1.767241 -1.042104 4.319955 0.168 -0.236 -0.014 0.4606
H -0.198560 -1.691083 3.762886 -0.247 -0.112 0.178 0.2526
H -2.605132 -5.182933 2.565871 0.169 0.155 0.080 0.4200
H -1.807762 -4.732733 4.106058 -0.066 0.069 -0.270 0.5139
H -0.846160 -4.916292 2.611455 -0.303 0.034 0.194 0.3345
C -2.546044 -3.365250 -2.007556 0.011 0.253 -0.331 0.4740
C -1.546593 -4.069753 -2.704498 0.137 0.400 0.132 -0.7846
C -1.183115 -3.655698 -3.984999 -0.066 -0.261 0.101 -0.2945
C -1.860561 -2.597526 -4.598909 0.235 0.218 0.096 -0.6797
C -2.935698 -1.980967 -3.952821 -0.107 0.081 0.076 -0.5374
C -3.315745 -2.394613 -2.675014 0.431 0.127 0.508 -0.5360
S -2.843375 -3.743792 -0.279345 -1.703 -2.287 -0.823 -0.4112
H 0.102087 -0.036421 -1.885713 0.649 1.461 -1.562 -0.5484
H -1.052853 -4.903839 -2.205378 -0.006 0.156 -0.240 0.6227
H -0.376921 -4.166292 -4.512045 -0.258 0.064 0.110 0.4962
H -1.557006 -2.257317 -5.590116 -0.165 -0.224 0.177 0.5999
H -3.480735 -1.177759 -4.450381 -0.028 -0.331 0.064 0.5838
H -4.172666 -1.957780 -2.159152 0.210 0.005 -0.239 0.5096
C 3.903992 5.469173 -0.135093 0.727 0.779 0.091 -0.7505
N 2.559440 4.940169 -0.149394 0.310 -1.659 0.215 0.1982
N 2.310131 3.650634 0.138248 0.967 0.025 0.060 0.5989
C 0.965159 3.367298 -0.095231 -0.572 -0.945 0.213 -0.0365
O 0.470492 2.226961 0.037330 0.799 1.753 -0.358 -0.4618
C 0.409638 4.624623 -0.513889 -0.177 0.166 -0.273 -0.8266
C 1.427414 5.544101 -0.562407 -1.051 0.741 -0.245 0.8122
C 1.416514 6.965332 -0.978377 -0.360 0.547 -0.168 -1.7259
C 3.331952 2.729312 0.498576 0.688 -0.636 0.383 -0.0101
C 4.052453 2.924565 1.680399 -0.138 -0.046 -0.122 -0.1983
C 5.040709 2.007464 2.031856 -0.054 -0.037 -0.096 -0.8155
C 5.288507 0.896332 1.215159 -0.112 0.071 -0.075 -0.5591
C 4.561312 0.710799 0.032067 -0.095 0.128 0.119 -0.7215
C 3.583967 1.634950 -0.333229 -0.060 0.141 0.103 -0.0238
H 3.838504 6.536365 -0.356354 0.003 -0.213 0.035 0.3671
H 4.542715 4.992353 -0.892583 -0.341 -0.105 0.152 0.3404
H 4.365824 5.343569 0.849396 -0.185 0.020 -0.262 0.3671
H -0.621396 4.769096 -0.777155 -0.106 0.179 -0.010 0.5353
H 1.800523 7.632682 -0.193511 -0.104 -0.224 -0.156 0.4204
H 2.002522 7.141310 -1.893343 -0.106 -0.157 0.264 0.4208
H 0.380659 7.257028 -1.189400 0.303 -0.001 0.057 0.3694
H 3.828028 3.792454 2.304560 0.113 -0.370 -0.017 0.6576
H 5.610296 2.163437 2.948788 -0.140 -0.098 -0.280 0.4585
H 6.056053 0.172546 1.497001 -0.220 0.272 -0.085 0.4789
H 4.751676 -0.148893 -0.612926 0.070 0.282 0.208 0.4890
H 3.018952 1.538108 -1.261953 0.242 -0.057 0.212 0.2964

---

2.
46
Properties=species:S:1:pos:R:3:forces:R:3:mulliken_charge:R:1 method="wB97M-V/def2-TZVPD" gap_ev="8.093 / 5.074" total_charge=+2 e_homo_ev="-15.670 / -15.660" energy_ev=-83787.55658 spin_multiplicity=3 e_lumo_ev="-7.6 / -10.6"
C -1.206036 -0.112469 2.292183 -0.942 0.447 -1.143 -0.1059
N -1.181736 0.389342 1.022740 -0.919 -1.112 0.601 0.0034
N -2.476562 0.302687 0.533849 0.591 0.211 0.598 -0.0612
C -3.302804 -0.117186 1.509875 0.985 -0.104 0.182 0.1090
C -2.531719 -0.399086 2.638179 0.061 0.051 -0.296 -1.2699
B -2.807547 0.523886 -0.951643 0.472 0.569 0.855 0.2682
N -2.029878 1.811308 -1.299015 0.828 0.565 0.522 -0.1010
N -0.709179 2.099917 -0.903127 -1.217 1.273 -2.127 0.4793
C -0.390808 3.284280 -1.496563 -1.261 -0.490 0.088 0.2679
C -1.515807 3.799850 -2.146053 0.033 -0.259 0.150 -1.2312
C -2.528383 2.861449 -1.974886 1.208 -0.332 0.240 -0.0014
Ni 0.371769 1.143504 0.209287 -3.397 -3.537 0.821 -0.2011
N -2.203274 -0.684795 -1.739936 -1.711 -1.971 -1.934 0.1858
N -0.860142 -0.913544 -1.563303 1.591 -1.465 -0.810 -0.1110
C -0.542700 -1.996073 -2.256525 0.382 0.978 0.804 -0.0741
C -1.688190 -2.501119 -2.922013 0.947 -0.502 -0.067 -0.9174
C -2.733710 -1.632881 -2.556986 -0.540 2.998 2.005 0.0311
H 0.475426 -2.381727 -2.267741 -0.391 0.123 -0.014 0.5482
H -3.790009 -1.631298 -2.818894 0.314 -0.028 0.049 0.4885
H -1.728300 -3.355712 -3.561109 -0.161 -0.318 -0.281 0.4564
H -3.980213 0.598013 -1.155992 0.120 0.086 -0.037 -0.0214
H -3.566035 2.839138 -2.265515 0.065 0.111 -0.206 0.4850
H -4.372117 -0.176966 1.327309 0.317 -0.097 0.101 0.4853
H -1.606743 4.728323 -2.671276 0.108 0.203 -0.070 0.4248
H -2.893349 -0.756237 3.582205 0.005 -0.080 0.137 0.4418
H 0.610921 3.690991 -1.461903 -0.379 0.083 0.227 0.4233
H -0.286012 -0.278230 2.834493 -0.276 0.330 0.140 0.5568
H 1.833874 0.911250 -1.320702 -0.130 0.299 0.285 0.4238
C 2.124628 1.727043 -0.632485 1.188 0.276 -0.873 -1.4938
H 2.244056 2.630147 -1.235074 -0.006 -0.229 0.246 0.4173
H 1.490833 2.058622 0.280017 2.092 1.652 -0.385 0.4575
H 3.086726 1.449217 -0.205975 -0.193 0.190 0.097 0.3525
C 3.827908 -0.746034 0.933146 0.778 0.968 -0.738 -2.1901
C 2.455004 -1.089627 1.482783 -0.752 -2.464 1.874 0.3934
O 1.456622 -0.277427 1.123264 0.135 0.739 -0.642 0.3245
C 2.123193 -2.569241 1.005798 0.366 -1.447 -0.456 0.8072
F 3.079461 -3.457770 1.412134 -1.301 1.359 -0.414 -0.2132
F 0.919612 -3.015132 1.423580 1.002 0.668 -0.239 -0.2086
F 2.107044 -2.595506 -0.361679 -0.047 0.233 0.942 -0.2388
C 2.541684 -1.067184 3.066057 0.845 0.253 1.795 0.7448
F 3.569724 -1.823920 3.540624 -1.363 0.870 -0.843 -0.2167
F 2.753504 0.216929 3.473363 -0.252 -1.095 -0.628 -0.2570
F 1.395762 -1.487817 3.663600 0.996 0.272 -0.854 -0.1904
H 3.795959 -0.757182 -0.161002 0.045 -0.070 0.248 0.5005
H 4.545771 -1.489332 1.288879 -0.254 0.045 0.040 0.4795
H 4.121772 0.247599 1.286028 0.018 -0.250 0.009 0.5486

---

3.
11
Properties=species:S:1:pos:R:3:forces:R:3:mulliken_charge:R:1 method="wB97M-V/def2-TZVPD" gap_ev="6.593 / 4.080" total_charge=+2 e_homo_ev="-15.032 / -15.026" de_lowest_kj_mol=338.07 energy_ev=-42092.96040 spin_multiplicity=2 e_lumo_ev="-8.4 / -10.9"
Lu 3.109491 0.698846 2.054113 -0.796 -0.099 -0.456 0.6611
O 1.072436 0.609079 0.273071 2.053 -0.616 -0.097 -0.5176
C 0.685842 -0.673005 -0.211782 0.337 -0.153 0.149 -0.2605
H 1.127381 -1.129980 -1.112697 0.506 0.619 0.107 0.3435
H 0.782367 -1.434896 0.579149 -0.313 0.089 -0.279 0.2569
C -2.026928 -0.677832 -0.158878 2.363 -0.068 0.027 -0.1988
C -0.760542 -0.439383 -0.519657 -1.891 0.164 2.548 0.2342
C -1.326492 0.790792 -0.026939 -3.480 3.073 -3.306 0.5326
O -1.776417 1.908462 -0.155948 1.885 -3.577 1.642 -0.2520
Li 1.821827 1.785247 -0.939096 -0.085 0.142 -0.087 0.8002
H -2.708963 -1.437325 0.218663 -0.577 0.424 -0.248 0.4004

---

4.
14
Properties=species:S:1:pos:R:3:forces:R:3:mulliken_charge:R:1 method="wB97M-V/def2-TZVPD" gap_ev=9.020 e_homo_ev=-8.180 de_lowest_kj_mol=524.18 energy_ev=-8726.24657 spin_multiplicity=1 e_lumo_ev=0.8
C -2.026566 -0.705973 0.842372 -0.044 -0.105 0.127 -0.7919
N -1.404944 0.054940 -0.224010 0.225 0.069 -0.051 -0.1991
C -0.147412 -0.163959 -0.596613 -0.142 0.180 -0.277 0.1051
N 0.458233 0.266139 -1.617162 0.002 -0.069 0.325 0.0727
N 1.527197 0.932744 -1.741720 -0.135 -0.155 -0.118 -0.5664
C 2.433542 0.435443 0.412914 -0.369 -0.184 0.208 -0.1769
C 1.478719 -0.075419 0.977138 0.430 0.192 -0.128 -0.6012
H -1.589151 -1.706421 0.855903 -0.072 0.138 0.008 0.3160
H -1.876059 -0.237981 1.824464 -0.035 -0.067 -0.152 0.2806
H -3.101196 -0.797792 0.658846 0.165 0.013 0.026 0.3123
H -1.874906 0.902049 -0.519355 0.076 -0.088 -0.011 0.2513
H 1.891023 0.734614 -2.683143 -0.047 0.078 0.129 0.2067
H 3.328575 0.888484 0.052766 -0.139 -0.090 0.078 0.4115
H 0.902944 -0.526869 1.757599 0.084 0.088 -0.164 0.3793

---

5.
73
Properties=species:S:1:pos:R:3:forces:R:3:mulliken_charge:R:1 method="wB97M-V/def2-TZVPD" gap_ev="3.110 / 3.407" total_charge=+3 e_homo_ev="-14.976 / -14.980" de_lowest_kj_mol=173.70 energy_ev=-46828.56835 spin_multiplicity=2 e_lumo_ev="-11.9 / -11.6"
Ir 0.643368 -1.428263 -0.217461 -1.495 -0.227 -1.718 0.5818
C 3.423203 -1.224440 -5.008321 0.002 -0.097 -0.150 -1.0342
N 3.006637 -0.632838 -3.726462 0.115 0.218 0.038 0.0592
C 3.416883 0.744538 -3.406814 0.048 0.183 0.078 -0.9797
C 2.269440 -1.295352 -2.861503 0.213 0.096 -0.033 0.6472
N 1.901627 -0.794628 -1.691110 -0.562 0.410 1.143 -0.5133
N 1.894602 -2.567416 -3.208796 0.003 -0.188 -0.096 -0.0256
C 0.960036 -3.342801 -2.601351 0.079 -0.113 -0.256 0.7283
N 0.644591 -4.468809 -3.223024 -0.116 -0.064 0.282 -0.3338
N 0.391042 -2.981246 -1.470621 0.286 0.731 1.068 -0.4769
H 4.040923 -0.510416 -5.539639 0.008 0.058 0.037 0.2802
H 2.565777 -1.446323 -5.647003 -0.045 0.036 0.055 0.4330
H 4.031640 -2.119530 -4.858486 0.008 0.024 0.068 0.4293
H 4.056835 1.119694 -4.196524 0.005 -0.063 -0.050 0.2755
H 3.987773 0.782198 -2.476784 0.020 -0.079 -0.032 0.4075
H 2.550443 1.405623 -3.335752 -0.034 -0.064 -0.022 0.4050
H 2.198917 0.162486 -1.548860 -0.066 0.058 -0.149 0.2900
H 2.278724 -2.923823 -4.071401 0.010 0.019 -0.039 0.1792
H 1.092623 -4.760608 -4.078710 -0.030 0.002 -0.017 0.1939
H -0.010884 -5.120181 -2.815827 0.001 -0.026 -0.045 0.2285
H -0.342322 -3.597863 -1.138046 -0.167 0.131 -0.046 0.2414
O -1.739967 -1.732729 0.084807 0.942 -0.463 0.139 -0.7479
C -1.820828 -0.496584 -0.101238 -0.847 0.722 0.072 0.1002
N -2.864081 0.300557 -0.072819 0.062 -0.016 -0.031 0.2650
C -2.479326 1.695128 -0.338670 -0.396 1.132 -0.074 2.4209
C -0.928233 1.550528 -0.566754 -0.839 0.631 -0.062 0.0999
O -0.164625 2.410355 -0.849213 0.628 -0.111 -0.077 -0.5513
N -0.678169 0.196802 -0.365587 1.635 -2.170 0.384 -0.0648
C -2.796767 2.642603 0.828879 0.336 -0.447 0.604 -0.0205
C -2.039411 3.787351 1.065813 0.118 -0.250 0.047 -0.1520
C -2.299693 4.570906 2.179898 -0.169 0.105 -0.121 -0.9242
C -3.346658 4.250400 3.031158 -0.026 0.065 0.012 -0.4487
C -4.122618 3.129097 2.779536 -0.168 0.091 -0.043 -0.9180
C -3.866399 2.338962 1.670867 0.292 -0.142 0.018 -0.3318
C -3.200540 2.310828 -1.544658 0.099 -0.600 -0.556 -0.0603
C -4.473335 1.843941 -1.874418 0.308 -0.144 -0.054 -0.3073
C -5.136331 2.354404 -2.977826 -0.137 0.120 0.066 -0.8929
C -4.553404 3.357047 -3.737874 -0.034 0.064 -0.013 -0.4628
C -3.287591 3.822763 -3.414139 -0.141 0.140 0.139 -0.8768
C -2.622834 3.326355 -2.303558 0.106 -0.270 -0.004 -0.1962
H -3.791484 -0.030691 0.139359 -0.044 0.079 -0.047 0.3520
H -1.233235 4.059395 0.400480 0.038 0.011 0.027 0.3666
H -1.692197 5.445890 2.370565 -0.045 0.012 -0.034 0.4245
H -3.585109 4.896335 3.865282 0.091 -0.081 0.082 0.4235
H -4.937591 2.872184 3.443807 -0.039 0.053 -0.065 0.4221
H -4.507343 1.486367 1.477812 0.016 0.003 0.075 0.2198
H -4.957377 1.074732 -1.283980 -0.026 0.003 -0.069 0.2087
H -6.115035 1.973457 -3.239015 -0.015 0.067 0.058 0.4192
H -5.103335 3.804505 -4.554631 0.074 -0.130 -0.116 0.4240
H -2.821978 4.592615 -4.015396 -0.038 0.038 0.056 0.4223
H -1.649374 3.717350 -2.047301 0.018 0.009 -0.030 0.3538
C 2.942689 -2.556884 5.328931 0.044 -0.043 -0.216 -0.9213
C 2.595735 -1.229430 4.653342 -0.009 -0.115 0.424 -0.8213
N 2.099175 -1.359128 3.261416 -0.078 -0.006 -0.286 0.2440
C 3.067682 -1.066327 2.198309 0.289 -0.186 0.070 -0.1094
C 4.045100 -2.211376 1.951593 -0.120 -0.008 -0.009 -1.0728
C 0.871242 -1.725313 3.001804 0.555 0.247 0.222 1.0855
C -0.101340 -1.915719 4.124616 -0.186 -0.183 -0.136 -1.5385
N 0.419113 -1.913563 1.733809 -0.393 0.082 -0.874 -0.3910
H 3.081261 -2.379644 6.394365 0.008 0.009 -0.012 0.3727
H 3.868425 -2.973840 4.936872 -0.011 -0.010 0.018 0.3121
H 2.163665 -3.308876 5.210935 -0.002 0.028 0.046 0.2703
H 3.484230 -0.603744 4.620592 -0.057 0.094 -0.113 0.3596
H 1.849840 -0.697519 5.241234 -0.023 0.063 -0.096 0.4817
H 3.609262 -0.167157 2.487439 -0.073 0.050 0.058 0.4478
H 2.522150 -0.841145 1.284539 -0.021 0.180 -0.002 -0.2843
H 4.583285 -2.471954 2.860250 0.022 0.009 -0.016 0.3194
H 4.782190 -1.902809 1.210447 -0.019 -0.014 0.001 0.4179
H 3.528767 -3.102289 1.589543 0.032 -0.012 0.035 0.2838
H -0.179913 -0.996339 4.706701 0.009 0.016 -0.033 0.4295
H 0.207631 -2.711368 4.799738 0.044 0.017 -0.009 0.3349
H -1.088461 -2.160833 3.739977 -0.002 0.004 0.021 0.4128
H -0.538741 -2.255599 1.734855 -0.092 0.209 0.409 0.3832